Entry 1:
{
  "formula": "C3H2FGdO2",
  "method": "ωB97M-V with the def2-TZVPD basis set",
  "charge": 3,
  "e_tot_ev": -30752.1448,
  "gap_ev": [6.548, 9.461],
  "spin_multiplicity": 9,
  "species": ["H", "F", "O", "O", "C", "C", "C", "H", "Gd"],
  "xyz": [[-1.587, -0.019, 2.588], [-0.152, 1.506, -0.774], [1.116, -0.116, -1.460], [-0.877, 0.545, 2.232], [0.275, 0.272, -0.655], [-0.551, -0.767, 0.238], [-0.194, 0.001, 1.288], [-0.311, -1.823, 0.112], [2.280, 0.401, -3.569]],
  "atomic_forces_ev_per_a": [[-1.214, -0.174, 0.017], [0.081, -0.918, 1.074], [-0.490, 0.322, 0.976], [4.876, 0.080, -1.883], [-0.808, -0.237, -3.849], [3.862, 1.996, -0.247], [-6.555, -0.764, 4.067], [0.098, -0.215, -0.154], [0.149, -0.089, -0.002]]
}

Entry 2:
{
  "formula": "C25H73N3O16",
  "method": "ωB97M-V with the def2-TZVPD basis set",
  "e_tot_ev": -64330.1199,
  "gap_ev": 9.442,
  "smiles": "COC[C@H](C)N.COC[C@H](C)N.COC[C@H](C)N.OCCO.OCCO.OCCO.OCCO.OCCO.OCCO.CO",
  "species": ["C", "O", "H", "H", "H", "H", "C", "C", "C", "O", "C", "N", "H", "H", "H", "H", "H", "H", "H", "H", "H", "H", "H", "C", "C", "C", "O", "C", "N", "H", "H", "H", "H", "H", "H", "H", "H", "H", "H", "H", "C", "C", "C", "O", "C", "N", "H", "H", "H", "H", "H", "H", "H", "H", "H", "H", "H", "C", "C", "O", "O", "H", "H", "H", "H", "H", "H", "C", "C", "O", "O", "H", "H", "H", "H", "H", "H", "C", "C", "O", "O", "H", "H", "H", "H", "H", "H", "C", "C", "O", "O", "H", "H", "H", "H", "H", "H", "C", "C", "O", "O", "H", "H", "H", "H", "H", "H", "C", "C", "O", "O", "H", "H", "H", "H", "H", "H"],
  "xyz": [[3.570, 1.259, -1.937], [2.826, 1.506, -0.815], [4.622, 1.277, -1.653], [3.383, 0.233, -2.256], [3.177, 1.967, -2.666], [1.950, 1.644, -1.181], [-2.736, -2.828, 2.136], [-2.176, -3.675, 0.973], [-2.399, -5.244, 1.407], [-1.705, -5.598, 2.640], [-2.168, -6.782, 3.230], [-2.583, -3.243, -0.370], [-3.746, -3.153, 2.387], [-2.876, -1.801, 1.798], [-2.157, -2.723, 3.053], [-1.110, -3.474, 1.078], [-2.121, -6.095, 0.786], [-3.484, -5.290, 1.508], [-1.528, -7.059, 4.068], [-2.106, -7.559, 2.468], [-3.150, -6.658, 3.687], [-3.580, -3.406, -0.404], [-2.287, -3.995, -0.975], [4.352, -0.868, 2.958], [4.814, -1.438, 1.536], [5.339, -2.919, 1.573], [6.501, -2.871, 2.426], [6.908, -4.139, 2.884], [3.704, -1.291, 0.569], [3.778, 0.022, 2.699], [5.276, -0.655, 3.495], [3.663, -1.497, 3.521], [5.687, -0.806, 1.376], [5.715, -3.337, 0.639], [4.596, -3.533, 2.082], [7.498, -4.732, 2.185], [6.048, -4.729, 3.202], [7.326, -3.973, 3.877], [2.957, -1.590, 1.179], [3.515, -0.322, 0.357], [-2.986, 5.641, 5.184], [-1.900, 4.940, 6.034], [-0.793, 4.326, 5.237], [-1.374, 3.454, 4.299], [-0.295, 2.839, 3.477], [-1.255, 5.967, 6.849], [-3.850, 5.991, 5.749], [-3.374, 4.943, 4.442], [-2.600, 6.489, 4.618], [-2.470, 4.204, 6.600], [-0.019, 3.897, 5.874], [-0.267, 5.130, 4.722], [-0.707, 2.285, 2.634], [0.278, 2.156, 4.104], [0.425, 3.530, 3.039], [-1.997, 6.506, 7.272], [-0.787, 6.702, 6.339], [3.322, -4.192, -3.829], [3.125, -2.899, -3.011], [4.299, -2.370, -2.548], [3.965, -5.225, -3.218], [3.828, -4.029, -4.780], [2.337, -4.555, -4.123], [2.473, -3.111, -2.164], [2.765, -1.993, -3.499], [4.235, -2.185, -1.608], [4.794, -4.859, -2.901], [-0.258, 0.631, -0.412], [0.097, -0.910, -0.621], [-0.486, -1.612, -1.631], [0.155, 1.306, -1.545], [0.491, 1.036, 0.268], [-1.313, 0.594, -0.144], [-0.039, -1.402, 0.341], [1.170, -0.991, -0.796], [-1.063, -2.226, -1.172], [-0.654, 1.243, -2.057], [-1.112, 3.046, -4.422], [0.353, 2.623, -4.512], [1.255, 3.524, -3.752], [-1.700, 2.480, -3.301], [-1.583, 2.568, -5.282], [-1.142, 4.136, -4.426], [0.716, 2.533, -5.536], [0.544, 1.639, -4.083], [1.037, 3.376, -2.829], [-2.632, 2.713, -3.323], [-2.322, 4.858, 0.708], [-1.089, 4.423, -0.129], [-1.282, 4.776, -1.523], [-2.572, 6.245, 0.375], [-1.935, 4.849, 1.727], [-3.280, 4.387, 0.485], [-1.096, 3.335, -0.190], [-0.112, 4.699, 0.267], [-1.147, 3.921, -1.939], [-2.443, 6.805, 1.144], [-4.239, 0.336, -1.694], [-4.193, 1.008, -0.421], [-3.597, 2.221, -0.504], [-4.992, 0.998, -2.713], [-4.680, -0.652, -1.563], [-3.307, 0.193, -2.240], [-3.573, 0.494, 0.314], [-5.199, 1.053, -0.003], [-4.145, 2.747, -1.092], [-4.474, 1.777, -2.931], [-0.706, -1.111, -4.741], [-1.692, -2.329, -4.710], [-1.146, -3.501, -5.279], [-0.561, -0.530, -5.963], [0.300, -1.301, -4.367], [-1.055, -0.292, -4.113], [-2.620, -2.076, -5.223], [-1.861, -2.575, -3.661], [-0.828, -4.005, -4.526], [-0.451, -1.266, -6.570]],
  "atomic_forces_ev_per_a": [[0.473, -0.821, -0.943], [-1.143, 0.406, 2.267], [0.098, 0.588, -0.520], [0.054, -0.205, -0.544], [1.168, -0.040, -0.763], [-0.470, 0.006, 0.490], [-1.109, 0.571, -0.872], [1.884, -1.352, 2.549], [0.184, 0.582, 0.550], [-0.333, 1.971, -0.438], [0.174, 0.019, -0.048], [-0.458, -1.212, 0.936], [-0.083, -0.165, 0.241], [0.107, 0.165, -0.262], [0.251, -0.700, -0.270], [0.323, -0.359, -0.489], [0.147, 0.605, -1.192], [-0.333, -0.283, 0.436], [0.372, 0.188, -0.224], [-0.460, -0.483, 0.181], [-0.414, -0.133, -0.425], [-0.661, 0.579, -0.137], [0.492, -0.166, -0.501], [0.561, -0.741, -1.541], [0.051, -0.179, 1.112], [0.785, 1.531, 1.272], [-0.365, -0.063, -0.173], [-0.921, 0.225, 1.154], [0.871, -0.860, 0.374], [0.336, 0.345, 0.279], [-0.431, 0.131, 0.431], [0.222, -0.377, 0.032], [-0.094, -0.020, -0.967], [-0.780, 0.159, -0.455], [-0.243, -0.362, -0.357], [0.281, 0.222, 0.035], [-0.492, -0.313, -0.529], [1.047, -0.007, -0.363], [-0.871, -0.095, -0.560], [0.024, 0.379, -0.029], [0.042, -0.823, -1.002], [-0.688, 2.011, -0.634], [-0.383, 0.224, -0.556], [2.152, -1.156, -1.644], [-0.980, 0.044, 0.806], [-0.371, 0.004, 1.654], [0.205, -0.040, 0.384], [-0.134, -0.083, -0.080], [0.270, 0.105, 0.080], [0.606, -0.098, 0.584], [-0.187, -0.588, 0.231], [0.065, 0.347, -0.353], [-0.465, 0.032, 0.280], [-0.042, -0.117, 0.098], [-0.225, 0.645, 0.246], [-0.153, -0.085, 0.603], [0.293, -0.416, -0.784], [-1.378, 1.575, -1.768], [-0.964, -0.048, -0.007], [2.996, -0.120, 1.016], [0.760, -0.968, 1.635], [0.103, 0.735, -0.220], [-0.243, 0.026, 0.111], [-0.340, -0.202, 0.026], [-1.356, -0.839, -1.172], [-0.006, 0.106, 0.409], [0.320, -0.133, 0.218], [2.126, -3.344, 0.572], [2.150, 1.610, 2.017], [-1.286, -0.374, -1.087], [-1.640, 0.775, -1.455], [-0.833, -0.500, 1.389], [-0.083, 1.176, -0.003], [-0.294, -0.095, 0.344], [0.375, 0.497, 0.070], [-0.833, -0.157, -0.396], [0.183, 0.678, -1.396], [1.617, -0.651, -1.858], [1.202, 0.568, 1.402], [-0.932, -0.682, -1.188], [-0.647, -0.351, 1.639], [-0.199, 0.535, -0.451], [-0.272, 0.051, -0.094], [-0.092, 0.596, 0.039], [-0.561, -0.287, -0.055], [-0.006, 0.069, 0.239], [-0.003, 0.061, 0.196], [1.741, 2.040, -0.633], [-1.848, -1.227, -1.098], [0.450, 0.106, 0.874], [-0.054, 0.186, 0.039], [-0.805, -0.666, 0.427], [0.629, -0.728, 0.333], [0.123, -0.305, 0.815], [-0.176, 0.679, 0.037], [-0.132, 0.094, -0.618], [0.030, -0.131, 0.016], [0.080, -2.105, -2.780], [-0.164, -0.950, 2.029], [0.712, 2.552, -0.452], [-0.793, 0.554, 0.535], [-0.131, -0.057, -0.109], [0.836, -0.289, 0.993], [-0.161, -0.703, -0.088], [-0.299, 0.138, 0.110], [0.033, 0.582, 0.063], [-0.193, 0.064, -0.341], [-0.565, -0.307, 1.840], [1.129, 0.968, 0.912], [0.182, -0.229, -0.411], [-0.200, 0.347, -2.508], [-0.027, -0.916, 0.475], [-0.491, -0.263, 0.459], [0.010, 0.065, 0.013], [-0.508, 0.527, 0.148], [0.264, -0.213, -0.328], [0.217, 0.135, -0.575]]
}